No. 1
DFT (ωB97M-V/def2-TZVPD) results for a structure of composition C20H23AsCrO9SSi.

Element x y z (Å)
C -1.335 3.177 -4.298
C 4.420 -3.150 0.921
C -4.303 1.603 2.729
O 1.633 -3.633 0.607
C 5.709 -0.880 -0.011
C 6.448 -1.956 0.455
C -3.888 2.305 -2.878
C -0.569 1.233 -0.790
Cr 0.490 0.081 0.458
H -4.734 -0.061 1.517
C -1.212 1.962 -1.531
O -3.722 3.433 4.062
H 3.895 -4.030 1.264
H -3.671 -1.686 -0.516
H -2.944 5.392 -2.541
H -2.158 4.781 3.839
H -2.767 -2.896 0.390
H -3.283 5.033 5.196
C -3.277 -1.939 0.471
H -0.334 3.598 -4.186
C -3.284 2.411 3.281
H 6.205 0.009 -0.374
C -3.948 0.550 1.939
O -1.101 -1.125 0.436
O 1.363 -1.510 -0.627
C 4.318 -0.924 -0.011
H -1.227 2.195 -4.762
H 7.530 -1.906 0.450
C 3.678 -2.070 0.459
H -2.856 4.682 -0.919
H -3.823 1.308 -3.319
H -1.379 5.195 -1.734
H -4.405 2.214 -1.920
O 1.493 -1.440 1.735
H -1.158 2.763 3.412
C -2.742 4.287 4.620
C 5.804 -3.091 0.921
H 6.378 -3.936 1.281
O -0.326 0.922 1.939
C -1.962 2.157 3.020
O 4.600 1.842 -0.244
H 4.521 2.566 -0.877
O 3.316 0.654 -2.382
C -2.602 0.254 1.629
H -4.493 2.933 -3.538
C -1.584 1.094 2.161
H -1.907 3.818 -4.975
C -2.358 4.738 -1.889
C -2.253 -0.900 0.847
O 2.072 1.015 0.176
H -5.336 1.838 2.944
H -2.065 3.736 5.278
As 3.420 0.621 -0.762
S 1.904 -2.226 0.557
H -4.101 -2.016 1.175
Si -2.171 3.024 -2.630

- ΔE to the lowest compared entry with this formula, charge and spin: 0.00 kcal/mol
- Net charge: -1
- Spin multiplicity: 2
- LUMO energy (spin up / spin down): 0.096 / 0.096 Ha
- <S²>: 0.764


No. 2
DFT (ωB97M-V/def2-TZVPD) results for a structure of composition C20H23BiClOPS.

Element x y z (Å)
H 2.253 -0.576 0.996
H 1.815 -0.154 3.636
H -3.328 0.350 0.590
H 2.435 -1.441 4.787
C -1.856 4.350 -1.220
C -4.260 -0.795 -0.953
H -2.634 -2.454 -3.449
H 0.697 -4.444 4.121
H 2.622 0.640 -3.847
C 2.228 -1.169 3.723
H -0.632 -1.473 -2.232
H 2.433 -4.213 3.627
C -3.139 -0.195 -0.351
H 4.419 -1.044 -0.220
C -1.721 2.960 -1.042
Cl -0.899 0.846 3.565
C 1.225 0.224 -0.777
H 0.922 2.927 1.065
H 0.532 1.106 -2.564
C 1.555 -3.756 4.117
C -0.987 5.246 -0.571
C -1.655 -1.210 -1.967
C -0.634 2.404 -0.341
C -4.049 -1.563 -2.103
C 2.551 0.349 -2.798
H -4.906 -2.069 -2.549
C 2.339 -0.302 -0.067
H 0.696 5.433 0.757
C -1.864 -0.206 -0.998
H 4.563 -0.421 -2.636
C 3.545 -0.577 -0.735
Bi -1.031 -1.080 1.916
H -2.462 2.278 -1.471
H -5.285 -0.634 -0.566
C 0.021 4.717 0.253
H 1.634 -3.210 5.080
H -2.661 4.738 -1.862
C -2.757 -1.803 -2.582
H -0.896 -4.031 -1.640
C 3.622 -0.254 -2.109
H -0.157 -3.983 -1.606
H 3.078 -1.124 3.033
P -0.436 0.590 -0.062
C 0.149 3.326 0.411
C 1.381 0.615 -2.103
S 1.191 -2.444 2.925
O 1.500 -2.801 1.470
H -1.159 6.326 -0.649

- ΔE to the lowest compared entry with this formula, charge and spin: 33.44 kcal/mol
- Net charge: +2
- Spin multiplicity: 1
- LUMO energy: -0.326 Ha


No. 3
DFT (ωB97M-V/def2-TZVPD) results for a structure of composition C20H23BrCrN4O7P.

Element x y z (Å)
H -0.311 0.277 5.342
C -0.979 -2.748 1.013
H 1.872 1.434 -2.479
C -1.742 -1.116 4.433
N 0.350 2.060 0.854
H 0.192 -1.409 5.480
O -0.701 -0.107 2.626
C -0.796 -2.431 2.499
C -0.358 0.411 -4.783
N 1.241 -1.664 -3.734
H -1.842 -1.384 -2.351
H -2.044 -2.069 4.865
C -1.358 -0.507 -2.784
C 0.548 4.716 1.629
Br 3.089 1.681 0.535
C 1.685 3.974 1.362
C 0.656 -1.975 2.890
C 1.193 -1.547 -2.276
H 1.949 -0.672 -5.416
C -2.092 2.132 0.807
H -2.540 -1.048 2.350
H 0.263 2.085 -2.797
O -3.108 2.759 1.008
H 0.032 -2.124 -5.361
C -0.088 -1.900 -4.299
C 0.384 -0.587 3.482
N 0.964 0.724 -4.235
C 0.875 1.181 -2.847
H -0.536 -2.764 -3.806
H 2.196 -1.413 -1.867
H 2.674 4.397 1.442
H 2.782 -0.262 -3.906
C -0.750 2.806 1.074
H 0.780 -2.455 -1.833
C -0.309 -0.687 4.836
O -1.065 -3.889 0.624
H 0.635 5.748 1.940
C 1.808 -0.468 -4.352
Cr -0.282 0.000 0.588
C -1.628 -1.210 2.917
C -0.695 4.126 1.469
H -1.081 -3.322 3.053
O -1.987 0.928 0.351
H -2.476 -0.363 4.714
C 1.640 -1.856 1.722
N -0.994 -0.757 -4.179
H 1.216 0.110 3.419
H -1.626 4.649 1.627
H -2.063 0.324 -2.719
C 1.536 2.653 0.971
O 1.408 -0.857 0.906
P 0.135 -0.127 -1.775
H -1.010 1.278 -4.661
H -0.237 0.215 -5.851
O 2.588 -2.601 1.630
H 1.098 -2.651 3.617
O -1.091 -1.695 0.236

- ΔE to the lowest compared entry with this formula, charge and spin: 0.00 kcal/mol
- Spin multiplicity: 4
- LUMO energy (spin up / spin down): -0.019 / -0.026 Ha
- <S²>: 3.779


No. 4
DFT (ωB97M-V/def2-TZVPD) results for a structure of composition C20H23BrN2O2Tl.

Element x y z (Å)
H -0.097 -0.448 3.016
H 0.375 -4.766 2.886
C 3.737 -2.092 -3.090
H -1.176 -2.032 4.844
H 3.840 -1.058 -0.950
H 1.795 -3.728 3.074
N -0.380 -0.125 -0.980
C -0.528 -2.837 4.499
H -1.003 -2.663 2.390
Br 0.449 2.215 0.808
C 1.422 -2.482 -2.519
Tl 1.352 -0.905 0.797
H -0.471 -3.210 -1.854
H 2.148 -3.661 -5.627
C -2.132 4.411 0.153
H 0.281 -3.458 -4.028
H 4.392 -2.799 -5.000
H -1.075 -3.777 4.566
H -2.670 2.892 -1.263
C -0.100 -2.669 3.000
C -2.675 6.946 1.210
C 3.558 -2.708 -4.318
H -2.885 7.925 1.622
H 0.348 -2.891 5.145
C 2.307 -3.189 -4.667
H -3.851 7.258 -0.558
H 1.457 -1.239 3.585
O 0.569 -2.559 -0.254
C -1.598 4.799 1.384
C -1.936 3.104 -0.488
C -1.869 6.054 1.905
H -0.987 4.119 1.957
C -3.219 6.572 -0.009
H 0.946 -3.823 1.509
C 0.818 -3.816 2.591
C 2.679 -1.968 -2.210
H -1.180 -1.108 -2.560
C -1.045 2.124 -0.351
C -1.104 0.912 -1.158
C 1.259 -3.068 -3.767
H -1.833 0.928 -1.968
C 0.231 -2.420 -1.566
N -0.492 -1.149 -1.824
C 0.525 -1.338 3.038
H -3.385 5.025 -1.477
C -2.957 5.314 -0.524
H 4.710 -1.690 -2.821
H -1.448 6.338 2.861
O 2.899 -1.259 -1.009

- ΔE to the lowest compared entry with this formula, charge and spin: 18.80 kcal/mol
- Net charge: +1
- Spin multiplicity: 1
- LUMO energy: -0.171 Ha


No. 5
DFT (ωB97M-V/def2-TZVPD) results for a structure of composition C20H23CeCl2N8PS5Sb.

Element x y z (Å)
H 1.329 5.355 1.998
N -0.057 1.672 1.493
H -0.297 3.087 4.449
H 5.717 2.721 0.918
C -0.559 1.655 2.763
H 4.367 3.835 0.638
C -0.135 -4.220 -4.852
C 0.397 4.875 -2.601
C -0.669 -5.169 -3.999
H -4.479 -0.442 -0.411
N 1.412 0.511 -3.623
Ce 0.283 -0.558 0.128
S 1.930 -3.649 4.099
C -0.129 2.761 3.437
C -1.074 2.873 -2.988
H 1.933 0.791 -4.436
S 1.813 -2.871 0.167
C -1.201 1.661 -2.375
N 0.461 -1.391 -2.587
H 0.150 5.571 -1.800
C 4.642 2.848 1.008
H -1.204 -5.655 -1.980
H 1.734 0.853 -2.721
C 2.711 1.857 -0.238
H 1.478 4.853 -2.719
Cl -2.770 0.833 0.598
H -1.596 3.306 -3.824
H -3.613 -1.339 0.901
H 2.400 4.503 3.123
H -0.050 5.224 -3.527
H 3.537 -1.073 -1.154
C 0.667 2.772 1.398
Sb 1.345 -2.264 2.416
H 0.872 5.191 3.698
C 1.359 4.695 2.863
H 5.493 0.304 0.208
Cl -2.445 -1.413 -1.133
N 2.413 0.716 -0.847
H -0.956 -6.137 -4.388
P 1.580 3.282 -0.089
C -0.445 -3.670 -2.112
H -0.500 -3.506 -1.046
N -0.325 1.573 -1.334
H -1.855 0.845 -2.631
N 3.978 1.825 0.228
S -1.008 -1.831 2.142
H 0.011 -4.427 -5.904
C 4.505 0.605 -0.092
C 0.953 -0.761 -3.615
C 0.226 -2.994 -4.316
C 3.530 -0.073 -0.758
S 2.236 -0.083 2.378
C 0.334 2.725 -1.308
C -3.528 -0.665 0.056
S 0.950 -1.642 -5.136
N 0.657 3.462 2.569
H -1.152 0.833 3.126
N -0.105 3.545 -2.303
C -0.813 -4.894 -2.642
C 0.064 -2.686 -2.957
H 4.363 2.762 2.059

- ΔE to the lowest compared entry with this formula, charge and spin: 1.26 kcal/mol
- Spin multiplicity: 2
- LUMO energy (spin up / spin down): -0.007 / -0.007 Ha
- <S²>: 0.751


No. 6
DFT (ωB97M-V/def2-TZVPD) results for a structure of composition C20H23CeF6IO7P3S5.

Element x y z (Å)
H 0.519 -3.579 -2.828
O 1.469 -1.742 -0.722
H 2.985 -3.412 0.372
P -1.433 -2.969 -1.090
S -0.054 -1.065 2.528
I 0.071 -0.363 -3.462
H 2.554 3.202 -0.500
H 0.293 6.146 -3.423
P 1.390 -3.199 -0.976
C -0.097 1.440 3.687
C 2.099 0.806 0.578
H 0.711 -5.975 -0.435
C 0.250 5.152 -2.989
H 4.442 1.228 -1.892
H 4.535 1.052 1.859
H 3.225 3.137 1.132
C 0.139 2.725 -3.256
O -2.839 -3.591 -0.589
C -0.220 -5.452 -0.660
H -3.302 -2.892 -0.093
O -0.060 -3.922 1.148
H 3.497 -0.238 -1.552
H 0.326 5.197 -5.655
H 0.151 0.952 -6.192
C -0.117 -3.989 -0.259
H 0.113 3.616 0.000
S 0.035 2.324 5.209
O -1.236 -3.225 -2.553
H 2.249 0.588 1.646
S 0.549 1.155 7.916
C 0.140 3.685 -1.086
C 0.225 4.976 -1.633
O 2.678 -3.956 -0.370
H 4.613 -0.359 0.797
C 4.600 0.733 0.817
F -4.518 1.861 -1.279
H 2.668 1.245 -2.024
H 5.543 1.097 0.402
H 4.318 3.204 -0.268
C 0.082 2.516 -1.839
C 0.042 0.094 3.796
C 3.514 0.848 -1.458
H 0.273 3.240 -7.159
Ce -0.350 0.445 -0.216
H -1.031 -5.904 -0.089
P -3.560 1.101 -0.233
O 1.461 -3.665 -2.487
H -0.180 -3.012 1.474
F -4.431 1.643 0.994
F -2.565 2.382 -0.163
F -2.563 0.331 0.822
F -2.641 0.565 -1.495
S 0.346 -0.500 5.429
C 3.399 1.265 0.017
C 0.318 1.000 6.272
F -4.456 -0.235 -0.332
C 0.263 4.193 -5.248
C 0.238 3.111 -6.084
C 3.371 2.806 0.101
S -0.387 2.370 2.269
H -0.439 -5.534 -1.722
C 0.214 4.031 -3.844
C 0.172 1.817 -5.542
H 0.269 5.840 -0.978
C 0.130 1.652 -4.184
O -1.342 -1.567 -0.574

- ΔE to the lowest compared entry with this formula, charge and spin: 11.42 kcal/mol
- Net charge: -2
- Spin multiplicity: 2
- LUMO energy (spin up / spin down): 0.129 / 0.129 Ha
- <S²>: 0.751


No. 7
DFT (ωB97M-V/def2-TZVPD) results for a cluster of 15 separate species, C20H23Cl44N2 in total.

Element x y z (Å)
Cl -3.230 2.431 -3.058
H -4.837 -6.898 -8.616
H 3.788 2.538 -0.085
N -0.178 2.631 -1.049
Cl 0.374 -5.679 6.726
Cl -10.646 0.098 -8.096
Cl -8.885 2.344 -8.677
Cl 6.234 -0.976 8.081
Cl 10.250 -4.708 8.875
Cl 4.764 2.447 -2.368
C -1.381 -5.592 6.949
H -8.331 -0.674 -6.553
Cl 7.809 1.761 4.525
H -5.472 6.465 -8.474
N 0.757 0.736 0.374
H 6.022 0.146 0.004
C -4.035 1.286 -1.971
Cl 6.794 3.571 9.023
C -9.486 0.779 -9.249
Cl -7.325 5.229 -7.703
Cl 0.509 -1.785 6.223
Cl 3.407 -0.925 0.284
C -6.094 5.672 -8.898
C 7.478 3.509 10.657
Cl -3.542 -8.385 -9.907
H -5.113 1.351 -2.139
Cl 8.627 0.528 8.787
Cl -8.141 -0.345 -9.515
C 1.764 1.139 -0.714
H -1.398 -2.464 5.017
H 5.651 1.683 1.183
Cl -3.708 1.700 -0.279
Cl -7.510 -2.538 -5.368
Cl 2.127 0.082 3.579
Cl -3.756 -4.277 -6.366
C 1.607 1.740 3.925
C -3.898 -3.167 -4.992
H 7.216 0.869 2.426
Cl -6.854 6.288 -10.375
C 3.281 0.468 -0.932
C -6.304 5.394 -3.984
Cl -2.395 -3.141 -4.054
Cl 9.451 -7.345 7.929
C 5.728 1.277 0.075
H -9.998 0.934 -10.202
Cl -1.968 -3.951 6.632
H 6.599 1.914 -0.435
H 0.859 0.009 1.125
Cl -3.514 -0.372 -2.317
C -0.429 1.673 0.125
Cl -5.765 4.272 -2.723
H 1.748 2.880 -2.561
H -1.853 -6.271 6.234
Cl -5.055 4.284 -9.264
C -8.416 -1.023 -5.521
C 1.183 2.376 -1.668
Cl 6.537 2.412 11.683
Cl 8.037 -0.995 3.611
C 10.178 -5.793 7.476
C 7.949 -0.714 7.720
Cl 7.536 5.130 11.369
H 8.499 3.126 10.589
H 0.529 1.805 3.757
H -7.160 4.950 -4.498
Cl -5.016 5.659 -5.172
Cl -1.827 -6.107 8.585
C -1.019 -1.502 5.372
Cl -2.220 -0.797 6.467
Cl 5.416 0.258 3.819
Cl 1.934 2.154 5.617
Cl -7.738 0.218 -4.454
H -4.703 -3.524 -4.344
H -0.816 3.393 -1.413
C -4.109 -6.777 -9.422
H 8.034 -0.365 6.687
Cl -10.131 -1.285 -5.160
Cl -6.818 6.932 -3.270
Cl -0.763 -0.451 3.968
Cl 8.855 -2.229 7.873
H 11.198 -5.978 7.131
Cl -2.761 -5.800 -8.815
Cl 9.268 -5.044 6.153
H -1.378 1.603 0.818
C 7.131 0.520 3.458
C 4.346 1.692 -0.702
Cl -4.906 -5.963 -10.778
Cl 2.412 2.884 2.838
Cl -4.312 -1.537 -5.549
H 3.307 0.134 -2.058

- ΔE to the lowest compared entry with this formula, charge and spin: 151.51 kcal/mol
- Net charge: +1
- Spin multiplicity: 1
- LUMO energy: -0.142 Ha


No. 8
DFT (ωB97M-V/def2-TZVPD) results for a structure of composition C20H23Cl4GeO4Pt.

Element x y z (Å)
Pt -1.134 -0.819 0.015
H 0.301 -3.435 -2.920
C 0.526 -1.933 2.357
C 1.159 3.988 2.062
Cl 4.510 -1.800 2.284
H -0.130 3.311 3.565
H -1.290 -3.182 -2.171
H 3.381 -3.167 0.077
H -1.942 -0.312 -3.548
O -0.023 -1.573 -2.082
C 1.598 3.808 0.733
O -0.392 1.073 -0.411
H -1.914 -2.854 1.581
H -1.701 0.864 4.453
C 0.202 -2.629 1.181
O 2.562 4.660 0.328
H 1.101 -0.617 -3.535
C 2.856 -2.124 1.870
H 2.085 -1.136 3.606
H 0.112 0.429 -2.477
H -2.076 -2.599 -4.315
H 1.368 2.658 -1.073
C -0.521 -2.726 -2.791
C 0.190 3.164 2.545
H 1.597 4.773 2.660
H 3.497 3.557 -1.164
Ge -3.378 -1.139 -0.528
C 3.038 4.535 -1.002
Cl -3.933 -2.834 -1.772
H -1.823 2.600 4.101
C 1.255 -3.066 0.366
O -1.811 0.206 1.905
H -0.867 -0.196 -4.947
Cl -4.112 0.572 -1.647
C -2.023 1.606 3.720
C 1.844 -1.679 2.703
C -0.394 2.117 1.784
H 2.232 4.684 -1.724
H 3.786 5.313 -1.127
H 1.026 -3.596 -0.550
C 2.572 -2.825 0.706
C -1.210 -2.752 0.757
H -1.372 -3.528 0.011
H -3.098 1.482 3.593
C -1.024 -0.699 -3.994
C 0.056 1.943 0.438
C 0.133 -0.502 -3.034
Cl -4.713 -1.341 1.151
C -1.385 1.273 2.392
H -0.277 -1.598 3.002
C 1.058 2.819 -0.052
H -0.431 -2.551 -4.952
C -1.071 -2.224 -4.132

- ΔE to the lowest compared entry with this formula, charge and spin: 0.00 kcal/mol
- Spin multiplicity: 2
- LUMO energy (spin up / spin down): -0.026 / -0.037 Ha
- <S²>: 0.755


| no. | maximum force (Eh/bohr) | molar mass (g mol⁻¹) |
| --- | --- | --- |
| 1 | 0.004 | 594.466 |
| 2 | 0.047 | 586.877 |
| 3 | 0.002 | 594.299 |
| 4 | 0.037 | 607.703 |
| 5 | 0.028 | 899.551 |
| 6 | 0.029 | 1009.662 |
| 7 | 0.165 | 1851.350 |
| 8 | 0.008 | 736.900 |